# 1
The following is a quantum chemistry calculation of an isolated ion of composition C7H14N2O3P and charge +1, from OMol25.

```
27
Properties=species:S:1:pos:R:3:forces:R:3:nbo_charge:R:1
C 0.76352 0.20956 -0.27089 -0.05 1.43 0.52 0.268
C -3.47650 -2.65032 0.82677 -0.92 -0.13 0.31 -0.104
C -4.11280 -2.16391 -0.48808 -0.81 -0.67 0.26 -0.105
C 1.74738 2.48321 -0.71034 -0.03 0.02 -0.13 -0.632
C 3.24077 0.46993 -0.80277 -0.06 -0.02 -0.12 -0.623
C 2.27672 1.17272 1.40313 0.10 0.04 0.16 -0.620
C 2.05626 1.12528 -0.09994 0.27 -0.33 -0.12 0.020
N 0.93398 -0.86267 -0.82666 -1.42 -1.68 -0.56 -0.101
N -0.33383 0.73969 0.35356 -0.92 -0.48 0.26 -0.259
O -2.08597 -2.35018 0.73895 0.85 0.07 -0.49 -0.763
O -3.20570 -1.23033 -1.06171 0.74 0.35 -0.48 -0.755
O -1.58160 0.13693 0.17524 -0.05 0.62 0.10 -0.596
P -1.74366 -1.36401 -0.46299 1.88 0.64 0.36 1.864
H -3.88811 -2.12507 1.69334 0.11 -0.07 -0.12 0.208
H -3.58314 -3.72757 0.96609 0.01 0.18 -0.02 0.223
H -4.27694 -2.98427 -1.19228 0.07 0.17 0.06 0.207
H -5.05388 -1.63638 -0.32052 0.14 -0.12 0.00 0.227
H 1.11614 3.09558 -0.07107 -0.08 0.11 0.05 0.213
H 2.68950 3.01269 -0.84844 0.03 0.05 0.08 0.259
H 1.29285 2.38976 -1.69525 -0.02 0.01 -0.08 0.235
H 4.14133 1.04516 -0.59244 -0.02 0.04 0.02 0.238
H 3.09471 0.44058 -1.88198 0.02 0.00 0.00 0.233
H 3.38816 -0.54545 -0.44576 0.11 -0.09 0.02 0.234
H 3.14491 1.80177 1.59609 0.06 0.07 -0.02 0.249
H 2.49302 0.18217 1.79813 -0.01 -0.06 0.04 0.236
H 1.42738 1.59016 1.93773 0.01 0.04 0.06 0.224
H -0.46450 1.74497 0.28210 0.02 -0.20 -0.16 0.423
```
Forces are in eV/Å.

Output
Frontier orbital gap (spin up / spin down): 7.3 / 7.4 eV
Total charge: +1
E_LUMO (spin up / spin down): -6.8 / -6.7 eV
Spin multiplicity: 1
Electronic energy: -25887.771 eV

***

# 2
The following is a quantum chemistry calculation of C29H51NOP2Si4TeY as an isolated structure, from OMol25.

```
90
Properties=species:S:1:pos:R:3:forces:R:3:mulliken_charge:R:1
C -3.09980 -2.16523 -1.56246 -0.45 -0.24 -0.06 -0.467
C -1.92433 -1.43227 -1.71208 0.58 0.57 0.18 -0.095
C -1.98781 -0.02597 -1.47591 0.75 -0.79 0.14 1.110
C -3.22442 0.58752 -1.43774 -0.39 0.03 -0.53 -1.022
C -4.40030 -0.14730 -1.29823 0.24 0.15 -0.29 -0.636
C -4.32237 -1.54178 -1.32225 -0.22 -0.01 0.13 -1.279
C -3.22604 2.14654 -1.40148 7.53 -7.64 -5.98 1.385
C -1.93286 2.76585 -1.98113 -0.75 -0.04 0.07 -0.149
C -0.77106 2.02781 -1.85968 1.10 -0.14 0.26 0.641
C 0.45355 2.59775 -2.29754 -0.28 -0.45 0.09 0.014
C 0.44175 3.90212 -2.79092 -0.11 0.34 -0.02 -0.651
C -0.72660 4.66437 -2.82423 -0.25 -0.24 0.05 -1.030
C -1.93170 4.08711 -2.41160 0.16 0.01 -0.16 -0.857
H -3.06584 -3.25784 -1.65862 0.00 0.48 -0.05 0.473
H -5.34302 0.39052 -1.15860 0.20 -0.35 -0.20 0.521
H -5.23025 -2.13679 -1.19230 0.36 0.19 -0.04 0.385
H -4.01239 2.33970 -2.19709 -0.64 1.08 1.68 0.794
H 1.37529 4.34369 -3.15503 -0.32 -0.17 0.18 0.418
H -0.71107 5.69100 -3.17772 0.05 -0.17 0.05 0.402
H -2.87432 4.64266 -2.39759 0.39 -0.07 -0.18 0.500
N -0.81006 0.75492 -1.20606 -1.96 1.44 -4.99 1.047
Y 0.16761 0.11461 0.36929 2.33 -1.99 4.34 -1.599
C -0.64158 -2.11884 -2.14819 -0.01 -0.69 0.11 -1.605
H -0.09387 -1.53464 -2.90635 -0.30 -0.09 0.23 0.416
H -0.85607 -3.11824 -2.55676 -0.24 0.42 -0.28 0.603
C 1.75640 1.83003 -2.23142 0.14 0.14 0.06 -1.485
H 1.66019 0.82933 -2.68583 0.03 0.28 0.08 0.307
H 2.55562 2.38093 -2.74983 -0.33 -0.17 -0.10 0.609
P 0.57227 -2.43435 -0.75558 -1.45 -0.09 -1.09 1.268
P 2.39046 1.57859 -0.48817 -0.05 1.16 -0.91 1.597
C 2.54206 3.31762 0.06633 0.06 0.15 0.14 -1.599
H 2.79482 3.34034 1.13563 -0.01 0.06 -0.29 0.290
H 3.33886 3.81091 -0.50827 -0.26 -0.02 0.20 0.532
H 1.59844 3.85526 -0.08736 0.16 -0.13 0.08 0.348
C 4.14025 1.16964 -0.83762 0.16 -0.35 0.26 -1.324
H 4.73608 2.09273 -0.90430 -0.25 -0.32 -0.03 0.458
H 4.52260 0.53419 -0.02748 0.03 0.21 -0.27 0.313
H 4.21966 0.61727 -1.78467 -0.05 0.09 0.30 0.441
C -0.19257 -3.90722 0.02154 0.01 -0.07 0.21 -1.487
H -0.15853 -4.73725 -0.70004 -0.07 0.20 0.27 0.585
H 0.36451 -4.18661 0.92619 -0.13 0.05 -0.27 0.126
H -1.23863 -3.70927 0.29262 0.24 -0.01 -0.04 0.394
C 1.89826 -3.23250 -1.73834 0.42 0.25 0.04 -1.121
H 2.80684 -3.33163 -1.13012 -0.26 -0.08 -0.22 0.387
H 1.56543 -4.22845 -2.07007 0.07 0.39 0.11 0.446
H 2.13233 -2.62069 -2.62108 -0.05 -0.14 0.24 0.360
C -3.10810 2.34848 0.00057 -5.13 3.78 -2.90 -0.942
O -2.55695 2.05566 1.00522 2.02 -1.13 1.97 -0.277
H -3.90023 2.84125 -0.75319 -3.73 4.30 6.24 0.641
C -0.06156 1.81515 2.81644 -0.51 0.27 -0.36 -1.567
Si -0.48119 0.04846 3.37075 0.74 -0.22 0.61 0.270
C -1.23310 0.09209 5.08564 -0.42 0.15 -0.01 -1.026
C -1.71775 -0.79726 2.19754 -0.43 0.03 -0.31 -1.669
Si 1.55597 -1.08311 3.38720 0.34 -0.06 0.31 0.854
Te 2.71752 -1.51222 1.20582 0.34 0.11 0.96 -0.369
Si 3.03498 0.28001 4.60540 -0.28 -0.33 -0.08 0.278
C 2.22510 0.87746 6.19901 0.21 0.18 0.11 -1.076
C 4.53528 -0.77790 5.01562 0.13 0.16 0.03 -1.027
C 3.55455 1.77476 3.58553 0.21 0.19 0.08 -0.844
Si 1.18932 -3.06716 4.58184 0.29 0.24 -0.16 0.961
C 1.04179 -2.67198 6.41802 -0.07 -0.24 0.09 -1.089
C -0.38962 -3.88562 3.96703 -0.15 -0.21 0.08 -0.954
C 2.64497 -4.21803 4.28262 -0.04 -0.15 0.07 -1.204
H -0.93728 2.30168 2.35582 0.43 0.06 0.24 0.563
H 0.82046 1.93551 2.16007 -0.12 -0.02 0.16 0.280
H 0.19342 2.36400 3.73449 0.01 -0.11 -0.23 0.525
H -2.21041 0.59381 5.00259 0.18 -0.11 0.14 0.411
H -1.40733 -0.91307 5.49285 0.05 0.22 -0.20 0.250
H -0.62778 0.65333 5.80882 -0.08 -0.16 -0.27 0.299
H -2.42417 -0.08957 1.73208 0.13 -0.31 0.07 0.620
H -1.32234 -1.49364 1.42847 -0.19 0.06 0.27 0.415
H -2.30824 -1.44958 2.85632 0.13 0.07 -0.18 0.518
H 1.85400 0.06304 6.83290 0.09 0.16 -0.17 0.277
H 2.99558 1.42064 6.76703 -0.24 -0.06 0.00 0.433
H 1.39676 1.57294 6.01384 0.18 -0.09 0.02 0.274
H 5.09932 -1.03621 4.10956 -0.13 0.04 0.18 0.270
H 5.19412 -0.19277 5.67458 -0.05 -0.20 -0.12 0.390
H 4.27534 -1.71105 5.53285 0.00 0.23 -0.10 0.242
H 3.81109 1.51817 2.54934 -0.03 -0.08 0.20 0.009
H 2.78312 2.55531 3.56846 0.12 -0.14 0.06 0.286
H 4.45341 2.20254 4.05554 -0.19 0.02 -0.17 0.553
H 0.16599 -2.05437 6.65386 0.19 -0.13 -0.04 0.278
H 0.93018 -3.63168 6.94538 0.00 0.24 0.02 0.412
H 1.93268 -2.17160 6.81901 -0.16 -0.16 -0.14 0.253
H -0.61774 -3.66575 2.91655 0.09 -0.05 0.21 -0.029
H -0.26429 -4.97413 4.06695 -0.20 0.22 -0.04 0.435
H -1.25347 -3.58673 4.57582 0.11 -0.07 -0.14 0.320
H 3.11306 -4.05227 3.30403 -0.11 -0.04 0.18 0.256
H 3.41242 -4.09945 5.05904 -0.14 -0.04 -0.19 0.313
H 2.27310 -5.25257 4.31684 0.22 0.16 0.02 0.423
```
Forces are in eV/Å.

Output
Frontier orbital gap: 6.5 eV
Total charge: +1
E_LUMO: -2.7 eV
Spin multiplicity: 1
Electronic energy: -92855.933 eV

***

# 3
The following is a quantum chemistry calculation of C17H30I2N3O3PS2ScYb as an isolated structure, from OMol25.

```
60
Properties=species:S:1:pos:R:3:forces:R:3:nbo_charge:R:1
I -0.72924 -3.98998 -1.23372 -0.06 -0.09 -1.59 0.149
I -0.71701 -3.17849 -4.00002 0.03 -0.54 1.48 0.142
Yb -0.08953 0.33484 -3.31585 -0.05 -0.67 -1.28 1.248
Sc -0.21315 -0.31353 0.22786 -1.72 -2.53 -3.79 1.531
S 1.23882 -1.16466 -1.61036 1.63 1.57 0.89 -0.532
S -1.77882 -0.73669 -1.59048 -1.27 2.20 0.89 -0.556
C 1.57953 0.18601 1.34666 5.66 0.95 4.26 0.357
C 3.18210 -0.70533 -1.78440 0.63 -0.25 0.16 0.066
C -3.44903 0.36485 -1.48272 0.05 -0.58 -0.07 0.040
C 3.64203 -1.01609 -3.21647 -0.52 -0.38 -0.05 -0.662
C 3.52932 0.73598 -1.42754 -0.21 0.04 0.06 -0.636
C 3.73644 -1.70467 -0.76727 0.10 -0.17 -0.02 -0.639
C -4.09922 0.23161 -2.86585 0.25 -0.39 0.04 -0.654
C -3.26292 1.83650 -1.11320 0.13 -0.07 0.38 -0.627
C -4.18464 -0.45483 -0.41714 0.11 0.16 0.32 -0.625
C 1.78078 1.86937 -4.23897 1.60 1.11 -1.44 0.450
C -1.49177 2.38854 -4.06486 -3.60 4.20 -3.18 0.457
O 2.44770 0.30282 2.09638 -3.32 -0.46 -3.02 -0.257
O 2.56931 2.38339 -4.86018 -1.26 -0.73 1.07 -0.297
O -2.16242 3.15755 -4.62699 3.38 -3.75 2.87 -0.310
H 3.23569 -0.30559 -3.95609 0.25 -0.11 0.28 0.196
H 3.28291 -2.00910 -3.50699 0.29 0.05 -0.04 0.243
H 4.75318 -1.00025 -3.29461 -0.75 0.05 0.20 0.288
H 3.13169 1.46543 -2.14917 0.18 -0.23 0.22 0.204
H 4.63748 0.84690 -1.41310 -0.71 -0.11 0.01 0.288
H 3.14028 0.99505 -0.43786 0.25 0.12 -0.08 0.183
H 3.33371 -1.46368 0.23237 0.44 -0.19 -0.30 0.180
H 4.84736 -1.71054 -0.73956 -0.67 0.08 -0.04 0.273
H 3.36694 -2.70375 -1.03962 0.40 0.15 0.21 0.239
H -5.14597 0.59152 -2.83230 0.53 -0.12 -0.06 0.276
H -4.08649 -0.82612 -3.16240 -0.29 0.28 -0.02 0.244
H -3.54289 0.79041 -3.64069 -0.36 -0.10 0.36 0.202
H -4.26443 2.29840 -0.97139 0.54 -0.23 -0.24 0.274
H -2.71085 2.41145 -1.87058 -0.34 -0.18 0.20 0.217
H -2.71386 1.96026 -0.16295 -0.19 -0.03 -0.24 0.169
H -5.22049 -0.10405 -0.24574 0.44 -0.23 -0.19 0.261
H -3.61375 -0.38990 0.53680 -0.49 -0.05 -0.55 0.151
H -4.14966 -1.51502 -0.69996 -0.46 0.28 0.09 0.251
C -0.58640 0.94591 4.77736 0.12 0.03 0.08 -0.108
N -1.00897 2.16053 4.04399 -0.95 -0.90 -0.61 -0.269
C -2.43959 2.46139 4.32461 -0.18 1.58 1.61 -0.129
N -3.32147 1.30763 4.07848 2.74 -0.55 -1.37 -0.071
C -2.84862 0.13721 4.83650 -0.57 -1.05 0.89 -0.125
N -1.44393 -0.22504 4.51372 -0.22 0.55 -0.76 -0.342
C -1.29010 -0.71226 3.12818 -0.89 0.29 0.60 -0.525
P -1.78334 0.66996 1.98247 0.40 -0.54 -0.71 0.645
C -0.76588 2.05975 2.60210 -0.11 0.18 1.00 -0.536
C -3.45287 1.02004 2.64876 -1.20 -0.23 0.67 -0.550
H -0.65060 1.17095 5.85104 0.26 -0.10 -0.27 0.275
H 0.44407 0.69004 4.46305 -0.42 0.23 0.47 0.237
H -2.76022 3.28867 3.68246 0.05 0.00 0.40 0.249
H -2.51126 2.70826 5.40716 -0.06 0.07 -0.80 0.278
H -3.50782 -0.71874 4.59937 0.29 0.39 0.36 0.257
H -2.89126 0.39614 5.90372 -0.07 -0.25 -0.29 0.275
H -0.25961 -1.05813 2.91777 -0.27 -0.02 0.46 0.237
H -1.99490 -1.55020 2.94520 0.49 0.24 0.15 0.283
H -1.08192 2.96578 2.08360 0.14 0.18 0.10 0.277
H 0.31310 1.89272 2.39963 -0.65 0.23 0.24 0.258
H -4.10272 0.12715 2.52441 0.43 0.46 -0.03 0.302
H -3.91509 1.85461 2.12061 0.04 0.11 0.01 0.298
```
Forces are in eV/Å.

Output
Frontier orbital gap (spin up / spin down): 5.6 / 4.1 eV
Total charge: +4
E_LUMO (spin up / spin down): -13.8 / -15.4 eV
Spin multiplicity: 2
Electronic energy: -128076.612 eV

***

# 4
The following is a quantum chemistry calculation of C5H13CuO2 as an isolated structure, from OMol25.

```
21
Properties=species:S:1:pos:R:3:forces:R:3:nbo_charge:R:1
C 0.18115 -0.87080 3.26424 -0.27 -0.22 0.89 -0.289
O 0.90510 -1.02967 2.09364 0.28 -0.76 1.74 -0.663
C -1.11285 0.85522 0.61852 0.63 0.31 1.02 -0.625
H -0.65358 -1.59624 3.25199 0.26 0.07 0.00 0.227
H 0.81404 -1.07638 4.14647 -0.30 0.12 -0.40 0.208
H -0.30518 0.11782 3.37252 0.34 -0.20 -0.27 0.199
H -1.90024 1.42895 1.13883 0.88 0.28 -0.03 0.273
H -1.17042 -0.11580 1.13577 -0.61 -0.29 -1.16 0.225
C 1.77186 -0.53953 -2.23726 0.39 -0.27 -0.38 -0.257
O 0.85077 -0.05073 -1.25416 0.33 0.35 -0.36 -0.643
C -0.47731 0.15168 -1.78263 -0.36 -0.27 -0.29 -0.065
C -1.28090 1.06516 -0.88498 -0.31 -0.26 -0.12 -0.445
H 2.75915 -0.62192 -1.77049 -0.26 0.04 -0.11 0.211
H 1.44506 -1.52585 -2.59138 0.08 0.24 0.04 0.205
H 1.81532 0.17272 -3.07017 0.02 -0.20 0.20 0.209
H -0.95521 -0.83406 -1.88958 0.19 0.19 0.06 0.197
H -0.36690 0.59750 -2.78024 -0.02 -0.15 0.23 0.211
H -2.33175 0.90312 -1.16058 0.20 0.12 0.09 0.248
H -1.04970 2.11055 -1.13515 -0.05 -0.26 0.28 0.233
H -0.05150 1.15877 0.94565 -1.50 0.91 -0.08 0.133
Cu 1.11309 -0.30049 0.58899 0.09 0.25 -1.33 1.208
```
Forces are in eV/Å.

Output
Frontier orbital gap (spin up / spin down): 11.1 / 7.6 eV
Total charge: +1
E_LUMO (spin up / spin down): -3.5 / -6.6 eV
Spin multiplicity: 2
Electronic energy: -54120.984 eV

***

# 5
The following is a quantum chemistry calculation of an isolated molecule of C4HN3, from OMol25.

```
8
Properties=species:S:1:pos:R:3:forces:R:3:nbo_charge:R:1
N 1.46081 -0.32799 2.03219 -1.94 0.74 -3.17 -0.241
C 0.80819 -0.12796 1.07064 0.29 -1.22 2.21 0.258
C -0.17327 0.13504 -0.11122 2.02 1.74 2.54 -0.457
C -1.38135 -0.78138 -0.09208 -4.48 -1.76 1.01 0.263
N -2.46336 -1.26649 0.16712 6.25 2.57 -1.66 -0.211
C 0.88131 0.41681 -1.22651 -1.29 0.92 -2.54 0.267
N 1.48608 0.81206 -2.16071 -1.64 -1.47 3.24 -0.221
H -0.61841 1.13990 0.32058 0.78 -1.52 -1.62 0.341
```
Forces are in eV/Å.

Output
Frontier orbital gap: 12.5 eV
Total charge: 0
E_LUMO: -0.3 eV
Spin multiplicity: 1
Electronic energy: -8630.954 eV

***

# 6
The following is a quantum chemistry calculation of an isolated molecule of C3H3Cl3OS2, from OMol25.

```
12
Properties=species:S:1:pos:R:3:forces:R:3:nbo_charge:R:1
C 0.83978 -0.24900 -1.12021 1.01 0.07 -0.62 -0.584
C -0.47712 -0.67353 -0.57609 1.20 2.01 2.43 0.317
C -0.12050 0.83114 1.45264 1.59 -0.60 -1.58 -0.460
O -1.59467 -0.03208 -0.87484 0.74 0.45 -1.41 -0.648
S 2.31425 -0.08093 0.17274 -1.55 -0.45 -1.10 0.082
S 1.50370 1.54696 1.05648 -0.90 -0.32 0.33 0.157
Cl -0.48801 -2.29666 -0.01021 -0.49 0.18 0.01 0.039
Cl -0.26747 -0.14283 2.84373 -0.05 -0.46 0.58 0.034
Cl -1.34006 1.97738 1.22219 -0.90 0.64 0.08 0.049
H 1.08810 -1.08384 -1.76028 0.83 -0.33 -0.18 0.239
H 0.95234 0.64779 -1.77496 -0.86 -0.45 0.92 0.264
H -2.41034 -0.44439 -0.63119 -0.61 -0.76 0.54 0.510
```
Forces are in eV/Å.

Output
Frontier orbital gap (spin up / spin down): 7.7 / 7.2 eV
Total charge: 0
E_LUMO (spin up / spin down): -0.1 / -0.4 eV
Spin multiplicity: 1
Electronic energy: -64442.036 eV